(1)
A cluster of 2 separate species, C9H17NSSi in total in a non-equilibrium geometry. Source: OMol25; level of theory: the ωB97M-V functional and the def2-TZVPD basis.

The geometry in XYZ format:
```
29
Properties=species:S:1:pos:R:3:forces:R:3
C 0.236 2.204 -1.699 -1.9 1.5 0.0
C -0.379 1.443 -0.677 1.2 2.9 -2.8
C 0.805 -0.081 -1.634 0.6 0.9 0.2
C -3.444 1.894 2.750 -1.3 0.0 -0.6
C 2.374 -2.908 -0.030 0.0 2.8 -1.0
C 3.448 -2.447 -2.883 2.3 -1.5 1.5
C -1.141 1.958 0.438 -3.1 -0.5 1.7
C -2.233 1.068 2.806 2.7 0.2 -2.1
C -1.745 0.781 1.338 -0.1 0.3 -1.2
N 0.068 0.202 -0.638 1.5 -2.9 -1.7
Si 1.980 -2.959 -1.898 -0.9 -1.0 0.0
S 1.326 1.279 -2.673 -1.2 -1.1 1.4
H -0.087 3.248 -2.068 0.7 -1.8 0.9
H -3.769 2.276 3.736 0.3 0.5 -0.8
H -4.264 1.273 2.365 -0.1 0.2 0.1
H -3.201 2.577 1.899 -0.8 0.5 1.3
H 3.034 -1.905 -0.035 -0.9 -2.4 0.3
H 1.442 -2.515 0.447 0.7 -0.9 0.1
H 2.855 -3.784 0.416 -0.2 0.5 0.2
H 3.785 -2.978 -3.780 -0.3 -0.2 0.3
H 3.238 -1.453 -3.169 0.4 1.5 -0.2
H 4.315 -2.549 -2.075 -1.5 0.7 -1.9
H -0.397 2.490 0.942 0.7 1.3 1.5
H -2.010 2.624 0.188 1.1 -0.3 -0.2
H -2.261 0.107 3.262 -0.5 -0.7 0.8
H -1.409 1.630 3.265 -0.1 -0.1 0.2
H -1.001 -0.012 1.325 -0.1 0.0 0.2
H -2.575 0.442 0.658 0.4 -0.2 1.0
H 1.011 -3.904 -2.575 0.5 0.0 0.5
```
Positions in Å, forces in eV/Å.

## Properties
total charge: 0
expectation value of S²: 2.01
DFT total energy: -1095.3304 Eh
2S+1: 3
M: 199.395 Da
frontier orbital gap (spin up / spin down): 0.2348 / 0.2612 Eh

Here are the Löwdin charges for atoms 1 to 6, given in e: -0.390, -0.444, -0.361, -0.131, -0.297, -0.311



(2)
A cluster of 2 separate species, C5H14 in total in a non-equilibrium geometry. Source: OMol25; level of theory: the ωB97M-V functional and the def2-TZVPD basis.

The geometry in XYZ format:
```
19
Properties=species:S:1:pos:R:3:forces:R:3
C -0.902 -0.822 1.796 -2.2 2.0 -1.6
C -1.952 -0.804 2.879 -1.5 1.4 0.8
H -1.285 -1.519 1.027 0.8 0.3 0.1
H -0.782 0.206 1.334 -0.2 -1.1 0.3
H 0.012 -1.045 2.218 2.1 -1.0 0.4
H -1.557 -0.278 3.818 -0.6 -1.1 -1.0
H -2.307 -1.853 3.012 0.2 0.8 0.6
H -2.874 -0.160 2.576 1.4 -1.2 0.3
C 0.779 0.850 -1.080 0.4 3.0 -0.6
C 2.102 1.112 -1.850 2.0 -1.8 2.2
C 0.070 -0.213 -1.844 -0.6 -3.3 -0.5
H 1.023 0.511 -0.024 -0.5 0.7 -1.3
H 0.195 1.900 -1.131 1.0 -2.4 0.7
H 2.019 1.419 -2.898 -0.2 0.3 0.4
H -0.938 -0.012 -2.150 -1.0 0.3 0.6
H 0.458 -0.474 -2.867 0.5 0.4 1.0
H 2.571 0.046 -1.871 -0.3 1.7 -0.2
H 2.829 1.741 -1.199 -1.1 -0.7 -1.4
H 0.054 -1.225 -1.252 0.0 1.8 -1.0
```
Positions in Å, forces in eV/Å.

## Properties
total charge: -1
expectation value of S²: 0.75
DFT total energy: -198.7859 Eh
2S+1: 2
M: 74.167 Da
frontier orbital gap (spin up / spin down): 0.0944 / 0.4267 Eh
energy above the lowest of the compared OMol25 structures with the same formula, charge and spin: 1.270 eV

Here are the Löwdin charges for atoms 1 to 6, given in e: -0.416, -0.348, 0.042, 0.052, -0.017, 0.052



(3)
An isolated molecule of C2H4N2O2 in a non-equilibrium geometry. Source: OMol25; level of theory: the ωB97M-V functional and the def2-TZVPD basis.

The geometry in XYZ format:
```
10
Properties=species:S:1:pos:R:3:forces:R:3
O 1.954 1.051 -0.214 1.4 1.7 -0.5
N 1.480 -0.013 0.006 -1.8 0.5 0.1
O 1.939 -1.091 -0.185 1.0 -1.6 -0.3
N 0.227 0.022 0.616 -0.1 -0.4 1.2
C -0.911 0.733 -0.002 0.5 -0.7 3.7
C -0.786 -0.734 -0.020 0.2 2.5 0.8
H -0.593 1.250 -0.795 0.6 2.1 -3.2
H -1.405 1.260 0.835 -0.3 -0.3 -1.1
H -1.367 -1.242 0.604 -2.3 -2.2 2.6
H -0.537 -1.236 -0.845 0.9 -1.6 -3.4
```
Positions in Å, forces in eV/Å.

## Properties
total charge: 0
SMILES: O=[N+]([O-])N1CC1
DFT total energy: -338.4139 Eh
M: 88.066 Da
frontier orbital gap: 0.4228 Eh
energy above the lowest of the compared OMol25 structures with the same formula, charge and spin: 6.511 eV

Here are the Löwdin charges for atoms 1 to 6, given in e: 0.106, -0.461, 0.107, -0.005, -0.019, -0.087